11
Properties=species:S:1:pos:R:3:nbo_charge:R:1 method="wB97M-V/def2-TZVPD" total_charge=0 smiles="CC#C/C=C/Cl" mol_weight_da=100.5 gap_ev=9.2 de_lowest_kcal_mol=78.7 max_force_ha_per_bohr=0.13146 e_tot_ev=-17784.14626 multiplicity=1
C 0.60 1.40 1.94 -0.712
C 0.37 0.62 0.69 0.054
C 0.41 -0.39 -0.10 -0.070
C -0.14 -1.29 -1.05 -0.314
C -0.87 -0.96 -2.13 -0.161
Cl -2.02 -1.98 -3.19 -0.024
H 1.73 1.21 2.16 0.251
H 0.14 0.91 2.87 0.255
H 0.42 2.56 1.76 0.251
H 0.25 -2.35 -0.80 0.235
H -0.89 0.28 -2.14 0.234